DFT (ωB97M-V/def2-TZVPD) results for 13 unconnected molecules or ions with the total composition C52H104O26 in a non-equilibrium geometry.

As for the energy above the lowest of the compared OMol25 structures with the same formula, charge and spin: 66.7 kcal per mole. The value obtained for the total energy is -4000.058029 Ha. Its spin multiplicity is 1. For the LUMO energy, the calculation gives 0.47 eV.

Element x y z (Å)
1 H 16.35427 11.80478 23.70936
2 H 10.33715 22.98891 18.53707
3 H 22.12034 20.11487 18.42261
4 C 21.01317 13.61686 17.26353
5 H 20.87189 16.18761 14.20669
6 C 13.19277 21.91461 14.36380
7 H 19.23111 21.86373 16.60659
8 H 11.62528 15.43210 19.12070
9 H 17.48477 14.11551 11.15917
10 C 13.09113 14.28538 12.03012
11 H 19.13532 15.35362 24.54289
12 H 20.08683 16.23418 20.64468
13 H 17.03298 13.42230 16.84325
14 H 14.06478 9.75902 18.53808
15 H 16.64088 22.56246 13.23393
16 H 12.36858 15.02962 13.84929
17 C 16.85614 13.05717 22.09680
18 H 18.33210 12.30238 16.32776
19 C 11.56543 14.41668 18.81813
20 O 11.34648 19.40731 19.71871
21 C 9.27908 16.57806 12.51474
22 C 19.23441 20.81615 16.50291
23 H 16.39010 17.14418 15.55182
24 C 20.85306 16.96279 20.79082
25 O 11.39241 17.55214 13.12840
26 H 12.76922 22.68983 18.61343
27 H 13.72590 14.00924 18.80815
28 H 8.49911 16.86802 11.92316
29 C 12.83695 14.17016 13.49164
30 H 24.20076 18.05444 17.49956
31 H 13.80704 22.74046 14.03588
32 C 18.63637 14.54029 22.59974
33 C 13.78047 10.20507 19.49362
34 H 13.58469 15.16954 11.79475
35 C 12.80992 13.72974 19.30812
36 H 13.68849 13.46056 11.55900
37 C 21.01994 17.73490 19.52612
38 H 15.75843 21.03425 13.67782
39 H 12.57275 21.49296 19.94306
40 H 17.59590 16.37968 10.20884
41 H 14.88667 20.45120 18.20432
42 H 13.74768 20.96521 12.44221
43 H 18.12246 12.47810 18.93457
44 O 19.61808 15.16785 16.26242
45 H 16.19882 21.05414 17.35552
46 H 13.47716 17.77356 23.84236
47 H 14.41709 9.89997 20.26972
48 H 12.73199 9.87297 19.62300
49 C 20.79577 14.98635 16.80608
50 O 14.64322 12.68704 16.93184
51 O 19.25258 14.21241 21.54636
52 H 10.52233 18.87814 8.70942
53 C 17.81932 20.85288 13.08466
54 O 16.03830 16.29826 11.68309
55 H 12.05073 18.77852 16.55222
56 H 17.70499 19.79262 12.83168
57 C 16.86406 11.74462 22.75230
58 H 14.15248 16.20699 14.93572
59 H 19.16389 15.68907 13.66971
60 H 9.99808 21.82294 19.89392
61 O 14.68408 18.53918 21.57001
62 H 16.18498 14.60276 19.45688
63 C 14.68786 15.91195 15.85511
64 H 14.52844 9.63847 15.91394
65 H 19.53868 17.42365 13.83895
66 H 14.04477 15.59348 16.73092
67 H 15.29571 15.02225 15.73409
68 C 16.48146 21.54883 12.99267
69 H 13.86088 17.33312 13.16036
70 H 11.71050 19.57027 10.96893
71 H 15.81313 13.27434 21.79497
72 C 16.25033 16.48174 18.65572
73 O 14.57564 22.82124 16.65109
74 C 12.09760 21.91470 19.10128
75 C 14.80335 17.88118 13.00092
76 H 11.32388 14.28537 17.73778
77 C 16.90022 19.41253 21.24616
78 O 12.70184 12.31591 19.15898
79 H 20.30395 20.60248 16.28501
80 C 10.76780 22.55576 19.49186
81 H 18.10801 10.90950 18.19691
82 O 16.42816 11.51697 16.14043
83 H 10.95668 23.32125 20.26176
84 H 13.80425 14.15759 13.92450
85 O 15.56074 18.30175 10.75880
86 H 11.90907 17.78735 8.51634
87 H 10.07100 13.27886 9.64269
88 O 10.49487 17.82300 11.02614
89 H 21.69847 13.14075 16.64864
90 H 15.75692 13.91530 10.52807
91 H 10.85053 17.91633 17.59848
92 H 14.21034 16.56904 21.13094
93 H 21.76179 16.48186 21.12096
94 H 12.97364 17.74917 21.16550
95 H 18.91295 20.37665 17.43933
96 H 20.13160 15.85166 23.18642
97 H 12.27298 13.27221 13.78036
98 O 11.76086 14.20501 11.35478
99 H 10.63665 14.02533 19.27570
100 H 14.48931 10.77417 14.55855
101 C 11.70948 19.57367 18.59940
102 H 20.08332 17.25724 16.20302
103 C 11.83587 18.40214 17.60392
104 C 19.45299 16.53035 15.66664
105 C 13.60438 16.98967 23.11484
106 C 15.12559 11.75941 16.31923
107 O 12.05569 20.84919 18.05679
108 O 13.79841 21.14004 15.32912
109 H 12.21937 19.51457 8.66314
110 H 20.64547 17.67935 21.61564
111 H 16.24895 21.36724 11.94537
112 H 13.24586 10.93584 15.86572
113 O 18.47424 21.07399 14.38292
114 C 18.42598 20.22091 15.40453
115 C 16.55618 15.91198 10.42733
116 H 21.88685 18.74368 17.36858
117 H 15.78490 16.19685 9.72202
118 O 21.69935 15.89450 16.76714
119 H 9.56088 15.50299 12.36139
120 C 11.77510 14.56349 10.08209
121 O 14.68729 12.28530 20.18839
122 O 17.81087 19.20775 15.44251
123 H 8.94151 16.66621 13.51392
124 H 17.60275 19.66582 22.04698
125 H 16.46150 20.29688 20.75978
126 H 17.72411 15.05137 19.02696
127 H 16.98824 15.81199 20.45918
128 C 17.39396 12.38262 16.81689
129 H 18.50812 21.12101 12.36739
130 H 16.52764 11.60919 18.73130
131 H 18.44201 16.44588 23.28530
132 O 16.55358 16.31784 17.36642
133 O 15.47848 17.32014 19.06674
134 H 15.22042 17.83834 16.79262
135 H 10.90530 14.15940 8.24043
136 H 12.23011 20.27394 13.28459
137 O 12.73221 15.16150 9.60354
138 C 15.24694 20.61166 17.14958
139 O 22.25530 18.24960 19.38580
140 C 14.51071 21.64056 16.40052
141 C 12.88116 21.14579 13.06870
142 C 10.54776 14.19941 9.29542
143 H 14.49249 16.39586 23.40895
144 H 16.34144 11.09048 21.99499
145 H 12.61206 17.77510 18.00236
146 C 10.52290 17.35266 12.34710
147 H 12.58977 17.98534 10.96241
148 O 17.45178 14.08638 22.89493
149 C 13.85706 17.40846 21.68407
150 C 15.98384 18.29579 21.66044
151 H 9.92139 15.02761 9.38967
152 C 17.52935 11.82856 18.26485
153 H 17.43435 13.00447 21.17952
154 H 21.47364 13.75335 18.23084
155 C 19.14097 15.62208 23.49278
156 C 23.93599 19.03199 17.90556
157 H 15.50237 17.65511 13.76443
158 H 17.08031 14.08374 9.41964
159 H 24.51931 19.29275 18.74690
160 C 11.69936 18.53496 10.51676
161 H 17.49824 18.89952 20.47492
162 C 16.85765 15.43206 19.49504
163 C 13.80763 11.73237 19.57398
164 H 12.94082 13.92979 20.46226
165 H 24.07862 19.74949 17.06807
166 H 17.86737 11.36773 22.87692
167 H 12.15640 21.80159 12.60808
168 C 14.28339 10.67006 15.63129
169 H 12.32262 22.38745 14.79661
170 C 22.47129 19.09280 18.22709
171 H 20.02509 13.21282 17.35560
172 C 16.75858 14.39692 10.40836
173 H 14.60293 18.92173 12.90129
174 C 15.71888 16.94410 16.36294
175 C 19.78737 16.41848 14.20565
176 H 18.37891 16.72781 15.86857
177 H 15.23840 19.66749 16.60202
178 C 11.58525 18.69781 8.99489
179 O 20.15536 17.96324 18.71414
180 O 16.42831 17.25562 22.14447
181 C 15.46190 17.53937 11.67342
182 H 12.68962 16.41197 23.10180

Forces on atoms 1 to 6 (eV/Å):
H -0.2 -0.4 0.1
H 0.3 -0.1 1.3
H 0.1 -0.2 0.3
C -0.9 1.4 2.0
H -0.6 0.2 -0.8
C -0.3 1.1 -1.2